# 1
This record from the Open Molecules 2025 dataset describes C36H74FeN4O4 as an isolated structure at a distorted geometry. The level of theory is ωB97M-V with the def2-TZVPD basis set.

**Relative energy (zero: lowest compared OMol25 entry of this formula, charge and spin)**: 0.0 kJ/mol
**⟨S²⟩**: 6.009
**Net charge**: 0
**2S+1**: 5

Cartesian coordinates (Å):
Fe1 -0.186 0.103 0.054
C1 0.386 -3.338 3.507
C2 -0.203 -3.591 2.109
C3 -0.882 -4.977 2.040
C4 -2.177 -5.053 2.846
C5 -3.103 -3.943 2.345
C6 -2.481 -2.550 2.288
N1 -1.179 -2.611 1.643
O1 -0.610 -1.361 1.401
C7 -2.454 -1.900 3.670
C8 -3.449 -1.737 1.427
C9 0.970 -3.718 1.149
H1 -0.236 -3.789 4.285
H2 0.378 -2.284 3.790
H3 1.406 -3.714 3.592
H4 -0.138 -5.684 2.422
H5 -1.087 -5.286 1.011
H6 -1.954 -4.896 3.902
H7 -2.656 -6.001 2.598
H8 -4.042 -3.918 2.905
H9 -3.395 -4.277 1.341
H10 -1.860 -2.441 4.406
H11 -3.449 -1.714 4.091
H12 -2.038 -0.886 3.696
H13 -4.463 -1.870 1.812
H14 -3.408 -2.063 0.383
H15 -3.256 -0.668 1.397
H16 0.676 -3.709 0.102
H17 1.598 -4.603 1.282
H18 1.693 -2.903 1.273
C10 2.552 -0.450 2.007
C11 2.868 1.051 2.110
C12 4.366 1.147 2.311
C13 4.884 2.590 2.138
C14 4.452 3.083 0.761
C15 2.934 3.021 0.549
N2 2.454 1.679 0.855
O2 1.158 1.460 0.475
C16 2.739 3.283 -0.947
C17 2.155 4.089 1.386
C18 2.085 1.578 3.317
H19 2.774 -0.976 2.938
H20 3.186 -0.919 1.246
H21 1.522 -0.656 1.718
H22 4.930 0.565 1.580
H23 4.667 0.916 3.335
H24 5.966 2.623 2.288
H25 4.480 3.271 2.897
H26 4.928 2.383 0.068
H27 4.724 4.125 0.581
H28 3.266 4.183 -1.274
H29 1.686 3.449 -1.170
H30 3.108 2.410 -1.480
H31 2.836 4.434 2.170
H32 1.274 3.719 1.897
H33 1.966 4.923 0.708
H34 2.266 2.605 3.631
H35 2.350 1.017 4.227
H36 1.020 1.347 3.248
C19 2.484 -2.458 -2.877
C20 1.689 -1.131 -3.005
C21 1.827 -0.707 -4.470
C22 0.927 -1.485 -5.425
C23 -0.510 -1.409 -4.892
C24 -0.694 -1.901 -3.463
N3 0.299 -1.263 -2.585
O3 0.211 -1.662 -1.236
C25 -2.077 -1.415 -3.036
C26 -0.630 -3.433 -3.453
C27 2.446 -0.097 -2.180
H37 2.119 -3.246 -3.533
H38 2.467 -2.832 -1.848
H39 3.534 -2.242 -3.076
H40 1.593 0.347 -4.668
H41 2.881 -0.783 -4.743
H42 1.251 -2.524 -5.530
H43 0.960 -1.024 -6.412
H44 -1.088 -1.978 -5.625
H45 -0.823 -0.366 -4.991
H46 -2.261 -1.588 -1.974
H47 -2.288 -0.374 -3.275
H48 -2.872 -1.947 -3.571
H49 0.051 -3.869 -4.182
H50 -0.375 -3.858 -2.475
H51 -1.604 -3.880 -3.667
H52 1.850 0.810 -2.107
H53 3.392 0.195 -2.642
H54 2.745 -0.456 -1.193
H55 0.281 -2.626 -1.242
C28 -3.142 2.660 -2.281
C29 -1.789 2.660 -1.542
C30 -1.328 4.087 -1.270
C31 -2.130 4.746 -0.151
C32 -1.891 3.907 1.090
C33 -2.363 2.452 0.974
N4 -1.862 1.889 -0.283
O4 -2.273 0.532 -0.481
C34 -1.746 1.785 2.217
C35 -3.897 2.351 1.118
C36 -0.769 2.079 -2.519
H56 -3.909 3.204 -1.731
H57 -3.432 1.616 -2.419
H58 -3.060 3.119 -3.265
H59 -0.277 4.130 -0.979
H60 -1.452 4.723 -2.151
H61 -3.201 4.849 -0.356
H62 -1.748 5.764 -0.041
H63 -2.320 4.421 1.950
H64 -0.803 3.833 1.178
H65 -2.094 2.100 3.194
H66 -2.036 0.727 2.175
H67 -0.672 1.712 2.017
H68 -4.279 3.018 1.885
H69 -4.399 2.663 0.195
H70 -4.160 1.300 1.248
H71 -0.979 1.048 -2.810
H72 0.214 2.007 -2.046
H73 -0.739 2.688 -3.421
H74 -3.241 0.566 -0.456


# 2
This record from the Open Molecules 2025 dataset describes C36H76BaF16O28S8 as an isolated structure at a distorted geometry. The level of theory is ωB97M-V with the def2-TZVPD basis set.

**Net charge**: 0
**DFT total energy**: -226743.605 eV
**2S+1**: 1

Cartesian coordinates (Å):
Ba1 -1.898 -1.681 3.483
O1 0.614 -1.183 2.601
C1 0.689 -1.053 1.142
C2 -0.530 -0.413 0.262
O2 -1.874 -0.836 0.644
H1 0.944 -2.010 0.687
H2 1.536 -0.393 0.953
H3 -0.199 -0.564 -0.765
H4 -0.436 0.669 0.345
O3 -1.993 -4.263 2.483
S1 -1.865 -5.040 1.238
O4 -1.298 -6.348 1.213
O5 -3.376 -5.087 0.543
C3 -3.644 -5.939 -0.576
C4 -4.813 -5.447 -1.359
C5 -1.071 -4.099 -0.135
H5 -3.975 -6.927 -0.256
H6 -2.856 -6.077 -1.317
H7 -5.159 -6.117 -2.146
H8 -4.615 -4.454 -1.763
H9 -5.681 -5.124 -0.785
H10 -0.993 -4.818 -0.950
H11 -0.113 -3.829 0.310
H12 -1.690 -3.221 -0.318
O6 3.512 5.684 -2.200
S2 4.168 4.768 -3.087
O7 5.380 4.052 -2.730
O8 3.081 3.655 -3.587
C6 2.339 3.067 -2.515
C7 1.299 2.115 -3.089
C8 4.475 5.607 -4.724
H13 1.873 3.873 -1.947
H14 2.968 2.662 -1.722
H15 0.695 1.701 -2.282
H16 1.698 1.334 -3.737
H17 0.592 2.548 -3.797
H18 5.028 6.526 -4.529
H19 3.486 5.699 -5.173
H20 5.069 4.959 -5.369
O9 5.855 -3.095 3.984
S3 5.460 -1.744 3.693
O10 4.937 -0.845 4.722
O11 6.746 -1.057 2.954
C9 6.749 0.327 2.806
C10 7.769 0.789 1.747
C11 4.237 -1.816 2.273
H21 6.801 0.858 3.757
H22 5.761 0.628 2.456
H23 8.733 0.716 2.250
H24 7.632 1.850 1.536
H25 7.656 0.222 0.823
H26 4.037 -0.775 2.020
H27 3.304 -2.282 2.592
H28 4.631 -2.458 1.485
O12 -0.059 -3.445 4.780
S4 1.350 -3.847 4.708
O13 2.419 -2.941 5.048
O14 1.444 -5.213 5.657
C12 2.769 -5.786 5.837
C13 2.586 -6.733 7.002
C14 1.707 -4.684 3.101
H29 3.455 -4.988 6.121
H30 3.050 -6.270 4.901
H31 2.370 -6.170 7.910
H32 3.438 -7.382 7.201
H33 1.713 -7.359 6.816
H34 1.108 -5.595 3.125
H35 2.776 -4.889 3.062
H36 1.426 -3.960 2.335
O15 -3.516 0.500 3.358
S5 -3.603 1.943 3.083
O16 -4.397 2.403 1.957
O17 -4.307 2.708 4.455
C15 -3.987 2.271 5.750
C16 -4.772 3.146 6.688
C17 -1.931 2.747 3.119
H37 -2.907 2.184 5.865
H38 -4.425 1.278 5.850
H39 -4.742 4.215 6.481
H40 -4.512 2.976 7.732
H41 -5.847 2.978 6.628
H42 -1.590 2.398 4.094
H43 -2.123 3.805 2.938
H44 -1.340 2.304 2.318
O18 -4.339 -2.420 2.568
S6 -5.579 -2.223 1.848
O19 -6.547 -3.343 1.749
O20 -6.376 -0.914 2.517
C18 -7.681 -0.660 1.975
C19 -7.712 0.716 1.260
C20 -5.139 -1.471 0.216
H45 -8.489 -0.752 2.700
H46 -8.017 -1.367 1.216
H47 -8.549 0.732 0.563
H48 -6.730 0.839 0.803
H49 -7.854 1.516 1.986
H50 -4.677 -2.278 -0.351
H51 -4.455 -0.658 0.463
H52 -6.055 -1.121 -0.260
O21 -0.525 3.818 -0.429
S7 -1.972 4.052 -0.574
O22 -2.757 4.949 0.303
O23 -2.203 4.465 -2.136
C21 -3.366 5.174 -2.478
C22 -3.031 5.615 -3.878
C23 -2.883 2.445 -0.594
H53 -3.528 6.065 -1.872
H54 -4.186 4.458 -2.429
H55 -2.293 6.409 -3.769
H56 -3.872 5.978 -4.469
H57 -2.507 4.864 -4.470
H58 -2.567 1.875 -1.467
H59 -3.921 2.773 -0.543
H60 -2.681 1.788 0.252
O24 3.774 1.552 0.857
S8 3.393 2.316 2.064
O25 3.484 1.706 3.372
O26 4.111 3.855 2.109
C24 4.106 4.515 0.834
C25 5.393 5.279 0.573
C26 1.641 2.878 1.823
H61 3.237 5.172 0.819
H62 3.994 3.787 0.031
H63 5.555 5.929 1.434
H64 5.366 5.898 -0.323
H65 6.207 4.597 0.328
H66 1.517 3.591 1.008
H67 1.399 3.350 2.775
H68 1.024 1.995 1.653
C27 2.271 -1.516 -2.597
C28 2.035 -2.522 -3.717
C29 1.040 -3.644 -3.295
F1 -0.073 -3.277 -2.606
F2 0.674 -4.457 -4.304
F3 1.579 -1.933 -4.835
F4 3.203 -3.159 -3.961
O27 3.265 -0.530 -2.961
C30 4.478 -0.659 -2.249
C31 5.397 0.492 -2.696
F5 6.735 0.308 -2.415
F6 5.293 0.444 -4.058
F7 4.356 -0.521 -0.940
F8 5.001 -1.824 -2.535
H69 2.390 -1.974 -1.614
H70 1.412 -0.878 -2.394
H71 1.582 -4.256 -2.574
H72 5.005 1.439 -2.325
C32 -2.685 -0.581 -5.235
C33 -1.924 -0.619 -3.838
C34 -2.426 -1.801 -2.966
F9 -3.705 -1.582 -2.639
F10 -2.382 -2.917 -3.674
F11 -0.607 -0.737 -3.954
F12 -2.021 0.533 -3.231
O28 -2.437 0.519 -6.105
C35 -1.901 0.374 -7.373
C36 -1.679 1.725 -8.091
F13 -1.182 1.618 -9.275
F14 -2.801 2.402 -8.173
F15 -0.822 -0.310 -7.187
F16 -2.782 -0.275 -8.095
H73 -3.719 -0.456 -4.916
H74 -2.574 -1.537 -5.747
H75 -1.909 -1.938 -2.017
H76 -1.028 2.395 -7.529


# 3
This record from the Open Molecules 2025 dataset describes C36H77IN3O24P5S as an isolated structure at a distorted geometry. The level of theory is ωB97M-V with the def2-TZVPD basis set.

**Net charge**: 0
**DFT total energy**: -157553.378 eV
**2S+1**: 1

Cartesian coordinates (Å):
C1 -5.833 -2.964 -0.296
C2 -4.290 -2.882 -0.604
O1 -3.852 -2.208 -1.503
O2 -3.472 -3.669 0.208
C3 -2.431 -2.896 0.844
C4 -2.959 -1.972 2.042
C5 -2.027 -0.676 2.048
C6 -0.595 -0.977 2.661
C7 0.409 0.258 2.581
C8 1.567 -0.034 1.508
C9 0.977 0.356 0.101
C10 1.860 -0.151 -1.129
C11 1.215 0.514 -2.411
C12 -0.123 0.136 -2.794
O3 -0.927 -0.789 -2.142
C13 -0.394 -2.136 -2.141
C14 0.345 -2.592 -3.454
C15 -0.606 -2.607 -4.737
O4 0.703 -3.990 -3.231
C16 -0.750 0.832 -4.015
I1 -2.789 0.284 -4.519
C17 0.008 1.838 -4.761
C18 -0.606 2.585 -5.987
C19 -0.448 1.829 -7.379
N1 -1.002 0.458 -7.396
C20 1.407 2.229 -4.351
N2 2.241 3.182 -4.923
S1 3.600 3.112 -3.972
N3 3.325 1.942 -2.806
C21 2.037 1.544 -3.142
H1 -6.183 -3.946 -0.712
H2 -6.009 -2.966 0.809
H3 -6.352 -2.124 -0.830
H4 -1.891 -2.216 0.131
H5 -1.684 -3.616 1.276
H6 -2.790 -2.540 3.000
H7 -4.037 -1.728 1.861
H8 -2.559 0.102 2.672
H9 -1.959 -0.244 1.004
H10 -0.718 -1.228 3.756
H11 -0.195 -1.890 2.123
H12 0.811 0.608 3.564
H13 -0.188 1.121 2.151
H14 2.421 0.644 1.806
H15 1.935 -1.092 1.561
H16 0.911 1.483 0.015
H17 -0.068 -0.041 0.034
H18 1.906 -1.268 -1.202
H19 2.907 0.210 -0.946
H20 0.261 -2.366 -1.253
H21 -1.290 -2.819 -2.034
H22 1.319 -2.071 -3.651
H23 -0.441 -1.645 -5.285
H24 -1.670 -2.682 -4.389
H25 -0.341 -3.436 -5.447
H26 0.072 -4.557 -3.706
H27 -0.078 3.584 -6.077
H28 -1.690 2.835 -5.785
H29 0.615 1.806 -7.748
H30 -1.053 2.427 -8.126
H31 -2.019 0.524 -7.360
H32 -0.697 -0.067 -6.576
C22 -7.135 -1.305 3.797
O5 -6.617 -0.368 4.718
P1 -5.604 -0.740 6.021
O6 -4.577 -1.458 5.173
O7 -6.627 -1.834 6.691
C23 -8.016 -1.987 6.480
O8 -4.681 -0.902 7.459
C24 -4.319 0.336 8.081
H33 -7.080 -0.867 2.800
H34 -6.591 -2.246 3.813
H35 -8.197 -1.481 3.994
H36 -8.167 -2.773 5.743
H37 -8.509 -1.060 6.183
H38 -8.477 -2.340 7.407
H39 -5.214 0.905 8.345
H40 -3.693 0.926 7.405
H41 -3.757 0.119 8.987
C25 5.908 6.310 -5.765
O9 5.525 7.250 -6.750
P2 4.655 8.671 -6.456
O10 5.615 9.187 -5.406
O11 3.384 7.932 -5.726
C26 3.001 6.575 -5.790
O12 3.700 10.096 -6.436
C27 3.617 10.778 -7.691
H42 6.927 5.987 -5.979
H43 5.859 6.718 -4.758
H44 5.283 5.413 -5.838
H45 3.391 6.064 -4.913
H46 3.318 6.086 -6.712
H47 1.911 6.515 -5.725
H48 3.187 10.122 -8.452
H49 4.612 11.105 -8.006
H50 2.978 11.651 -7.572
C28 4.467 -0.160 8.391
O13 3.978 -1.472 8.208
P3 2.586 -1.885 7.332
O14 3.054 -1.134 6.098
O15 1.598 -0.894 8.198
C29 1.794 -0.368 9.493
O16 1.157 -2.388 6.520
C30 0.999 -3.809 6.430
H51 5.551 -0.184 8.286
H52 4.047 0.542 7.675
H53 4.268 0.179 9.412
H54 2.192 0.640 9.400
H55 2.435 -0.995 10.114
H56 0.820 -0.275 9.982
H57 0.964 -4.251 7.429
H58 1.829 -4.242 5.865
H59 0.066 -4.024 5.913
C31 12.419 4.316 -3.923
O17 12.379 4.984 -5.167
P4 11.100 4.909 -6.277
O18 10.067 5.314 -5.242
O19 11.126 3.268 -6.383
C32 12.177 2.381 -6.069
O20 9.917 4.840 -7.521
C33 10.156 5.719 -8.625
H60 12.839 4.999 -3.185
H61 11.435 3.989 -3.598
H62 13.102 3.463 -3.973
H63 12.015 1.993 -5.066
H64 13.163 2.839 -6.166
H65 12.124 1.524 -6.747
H66 11.117 5.489 -9.092
H67 10.151 6.758 -8.284
H68 9.363 5.582 -9.358
C34 -11.530 -8.369 5.502
O21 -10.209 -8.354 5.999
P5 -9.044 -7.170 5.651
O22 -9.969 -6.040 6.072
O23 -9.179 -7.367 4.022
C35 -9.664 -8.482 3.306
O24 -7.803 -6.039 5.274
C36 -6.601 -6.241 6.017
H69 -12.194 -8.667 6.314
H70 -11.839 -7.401 5.116
H71 -11.635 -9.134 4.727
H72 -10.705 -8.301 3.047
H73 -9.545 -9.421 3.848
H74 -9.116 -8.554 2.362
H75 -6.197 -7.238 5.821
H76 -6.806 -6.129 7.085
H77 -5.868 -5.495 5.715